# 1
The following is a quantum chemistry calculation of 7 unconnected molecules or ions with the total composition H14O7 at a distorted geometry, from OMol25.

Geometry as XYZ:
```
21
H14O7 | OMol25 | ωB97M-V/def2-TZVPD
O -1.517 -0.416 2.856
H -1.444 -0.731 1.927
H -0.708 -0.692 3.276
O 0.436 1.515 2.620
H -0.369 0.977 2.617
H 0.523 2.008 3.405
O 0.268 -1.744 -2.343
H 0.775 -2.157 -1.634
H 0.755 -2.063 -3.129
O 0.644 0.760 -1.825
H 0.295 1.344 -2.432
H 0.626 -0.079 -2.345
O -2.195 0.659 -2.234
H -1.353 0.217 -2.053
H -2.593 0.113 -2.872
O 2.652 0.505 1.502
H 2.760 0.821 0.602
H 1.908 0.936 1.892
O -0.559 -0.817 0.356
H -0.849 -1.152 -0.467
H -0.049 -0.004 0.272
```

Values from the calculation:
- E_LUMO: -0.10 eV
- SMILES string: O.O.O.O.O.O.O
- Max |F|: 3.39 eV/Å
- Charge: 0
- ΔE to the lowest compared entry with this formula, charge and spin: 37.60 kcal/mol
- Orbital gap: 10.4649 eV

---

# 2
The following is a quantum chemistry calculation of 8 unconnected molecules or ions with the total composition C54H82N9O5P2Si at a distorted geometry, from OMol25.

Geometry as XYZ:
```
153
C54H82N9O5P2Si | OMol25 | ωB97M-V/def2-TZVPD
C -0.597 0.376 6.623
C -1.562 -0.505 5.826
O -2.755 -0.409 6.051
O -1.068 -1.411 4.920
C -0.347 -0.790 3.851
C 1.146 -1.161 3.840
C 1.743 -1.053 2.416
C 2.017 0.425 2.089
C 3.455 0.927 2.243
N 3.674 1.931 1.467
P 5.281 2.653 1.419
P 5.202 4.525 2.562
O 4.841 5.604 1.652
O 6.710 4.711 3.052
O 4.244 4.400 3.846
C 2.419 2.264 0.741
C 2.418 3.276 -0.408
C 0.935 3.712 -0.606
C 0.783 4.999 -1.469
C -0.046 6.106 -0.783
C 0.370 6.382 0.684
C -0.600 5.868 1.780
C -2.094 6.139 1.530
C -2.872 4.918 0.979
Si -3.014 3.453 2.169
C -3.483 3.957 3.930
C -1.422 2.402 2.255
C -4.347 2.294 1.486
C -4.439 0.995 1.961
C -5.397 0.106 1.549
C -6.308 0.532 0.606
C -6.217 1.797 0.094
C -5.257 2.684 0.518
C 1.863 0.829 0.583
C 2.750 0.018 -0.432
N 2.167 -1.214 -0.946
H -0.918 1.417 6.571
H 0.416 0.237 6.230
H -0.591 0.027 7.658
H -0.854 -1.001 2.901
H -0.420 0.299 3.985
H 1.275 -2.162 4.262
H 1.656 -0.421 4.473
H 0.976 -1.447 1.741
H 2.668 -1.631 2.310
H 1.328 1.077 2.651
H 4.185 0.483 2.917
H 5.513 3.084 0.095
H 6.779 5.478 3.643
H 4.473 3.572 4.304
H 1.773 2.738 1.500
H 2.756 2.857 -1.360
H 2.963 4.179 -0.108
H 0.423 2.890 -1.129
H 0.417 3.791 0.355
H 1.754 5.346 -1.837
H 0.205 4.712 -2.357
H 0.172 7.027 -1.341
H -1.110 5.915 -0.934
H 1.343 5.891 0.836
H 0.552 7.444 0.873
H -0.329 6.408 2.699
H -0.377 4.813 1.977
H -2.147 6.924 0.760
H -2.599 6.566 2.402
H -3.897 5.253 0.767
H -2.462 4.551 0.029
H -2.614 3.963 4.600
H -3.947 4.948 3.994
H -4.214 3.237 4.315
H -1.651 1.392 2.604
H -0.669 2.861 2.913
H -0.970 2.355 1.254
H -3.728 0.673 2.724
H -5.448 -0.896 1.962
H -7.082 -0.160 0.288
H -6.928 2.102 -0.671
H -5.242 3.687 0.103
H 0.861 0.731 0.158
H 2.901 0.674 -1.298
H 3.752 -0.228 -0.058
H 1.930 -1.880 -0.225
H 1.401 -1.047 -1.584
N -0.481 -0.495 -4.162
C -0.958 0.527 -3.386
C -0.844 1.676 -4.107
C -0.289 1.350 -5.374
C -0.077 -0.006 -5.376
H -0.432 -1.458 -3.883
H -1.330 0.347 -2.390
H -1.132 2.655 -3.757
H -0.065 2.027 -6.182
H 0.329 -0.661 -6.129
N 4.541 -5.680 1.986
C 4.326 -4.466 1.398
C 5.163 -3.558 1.995
C 5.915 -4.256 2.977
C 5.509 -5.563 2.945
H 4.062 -6.530 1.749
H 3.599 -4.352 0.611
H 5.231 -2.509 1.752
H 6.667 -3.847 3.631
H 5.824 -6.417 3.519
N -2.194 0.197 -8.419
C -2.754 -0.869 -7.770
C -2.641 -1.965 -8.583
C -1.981 -1.544 -9.768
C -1.716 -0.207 -9.637
H -2.141 1.131 -8.056
H -3.184 -0.754 -6.789
H -2.990 -2.959 -8.356
H -1.730 -2.156 -10.619
H -1.232 0.489 -10.301
N 3.183 -3.342 -5.128
C 4.014 -3.635 -6.175
C 3.951 -2.597 -7.066
C 3.051 -1.636 -6.535
C 2.595 -2.123 -5.338
H 3.029 -3.930 -4.330
H 4.575 -4.554 -6.196
H 4.492 -2.533 -7.996
H 2.770 -0.696 -6.980
H 1.908 -1.711 -4.621
N -2.160 -5.012 -11.913
C -1.410 -5.663 -10.971
C -2.266 -6.339 -10.144
C -3.586 -6.091 -10.608
C -3.487 -5.272 -11.701
H -1.793 -4.434 -12.647
H -0.336 -5.587 -10.970
H -1.980 -6.946 -9.301
H -4.503 -6.471 -10.188
H -4.242 -4.852 -12.343
N 2.570 -2.420 9.397
C 2.303 -2.298 8.061
C 1.016 -2.720 7.850
C 0.485 -3.106 9.110
C 1.467 -2.907 10.043
H 3.441 -2.188 9.837
H 3.049 -1.925 7.379
H 0.509 -2.749 6.898
H -0.503 -3.486 9.308
H 1.476 -3.070 11.107
N -3.506 -3.200 5.151
C -3.156 -4.520 5.136
C -4.129 -5.209 4.458
C -5.102 -4.262 4.044
C -4.686 -3.032 4.486
H -2.978 -2.463 5.584
H -2.248 -4.858 5.608
H -4.141 -6.271 4.278
H -6.003 -4.460 3.487
H -5.128 -2.054 4.386
```

Values from the calculation:
- E_LUMO: -4.46 eV
- Max |F|: 2.34 eV/Å
- Charge: +1
- Orbital gap: 4.7031 eV